No. 1
18 unconnected molecules or ions with the total composition C21H74F3O19 in a non-equilibrium geometry. Source: the Open Molecules 2025 dataset; level of theory: ωB97M-V/def2-TZVPD.

CARTESIAN COORDINATES (ANGSTROEM)
C -9.58650 -2.96759 -22.18492
C -10.82327 -2.70564 -22.94986
O -10.49791 -1.90083 -24.02807
C -11.52504 -1.37205 -24.85082
O -12.22421 -0.40849 -24.13908
C -10.94517 -0.86460 -26.16155
F -10.62499 -1.84372 -27.04029
F -11.88279 -0.12977 -26.79134
F -9.90723 -0.02754 -26.00130
H -8.88447 -3.64001 -22.71621
H -9.68751 -3.36556 -21.20821
H -9.01051 -2.05145 -22.01341
H -11.58386 -2.27541 -22.26559
H -11.19126 -3.70915 -23.29424
H -12.23462 -2.11433 -25.01801
C -6.73118 -3.38910 -18.70177
O -7.80798 -2.70630 -19.34096
H -6.85433 -3.48022 -17.62616
H -5.76671 -2.90816 -18.84397
H -6.64509 -4.35708 -19.13032
H -7.76674 -1.79840 -19.15974
C -13.25472 1.72850 -21.72182
O -12.62867 0.52905 -21.78262
H -13.45582 2.10376 -20.71372
H -14.13651 1.84897 -22.26605
H -12.56105 2.32971 -22.25900
H -12.29812 0.30362 -22.68824
C -7.45821 0.17531 -21.55150
O -7.25195 1.23704 -20.64872
H -6.76396 0.19266 -22.38022
H -8.40878 0.25236 -22.04102
H -7.66474 -0.77413 -20.97230
H -7.93144 1.24650 -19.99817
C -15.41566 -0.03801 -25.13074
O -15.10612 -0.05777 -23.80495
H -16.49789 -0.25593 -25.33551
H -14.90536 -0.75083 -25.63907
H -15.11489 0.92058 -25.54879
H -14.14426 -0.15891 -23.76642
C -7.85353 -2.16504 -25.32357
O -7.87914 -1.12386 -24.40490
H -6.85993 -2.54161 -25.55185
H -8.12509 -1.84314 -26.33868
H -8.46399 -3.01171 -25.08356
H -8.82299 -0.95290 -24.23778
C -8.59681 -5.98064 -24.23775
O -7.33826 -5.48161 -23.94670
H -9.02324 -6.67885 -23.56979
H -8.57386 -6.47426 -25.20056
H -9.13451 -5.01091 -24.39932
H -6.57115 -6.06515 -23.76697
C -11.18286 -5.26858 -26.55655
O -11.81217 -4.74826 -25.41704
H -10.71423 -4.46004 -27.10055
H -11.86590 -5.75420 -27.20060
H -10.42134 -6.05539 -26.32256
H -11.48033 -3.91392 -25.18249
C -8.53671 1.75601 -27.53225
O -7.79677 2.83826 -27.03513
H -8.32867 1.38132 -28.56080
H -9.57885 1.81388 -27.52958
H -8.19017 0.92048 -26.90301
H -6.85648 2.68404 -27.02196
C -10.47116 0.15620 -19.72050
O -9.99820 1.32130 -20.31331
H -10.20984 -0.58101 -20.44738
H -11.51690 0.12348 -19.33933
H -9.84062 -0.04506 -18.79629
H -10.22969 1.41972 -21.27748
C -8.27635 -6.28657 -20.77401
O -8.13062 -6.41320 -19.42351
H -9.30577 -6.02596 -21.07785
H -7.88165 -7.13071 -21.38093
H -7.77342 -5.48372 -21.25093
H -7.21723 -6.52819 -19.21743
C -9.28966 2.05941 -23.90158
O -10.32224 1.36579 -23.17295
H -9.68190 2.84174 -24.68423
H -8.77136 1.31217 -24.48963
H -8.51611 2.53159 -23.30906
H -10.63300 0.81343 -23.88609
C -12.20756 -5.25992 -21.62224
O -12.73187 -6.17245 -22.55270
H -11.10232 -5.34950 -21.69014
H -12.63232 -5.41613 -20.55502
H -12.44589 -4.21024 -21.84790
H -12.93853 -5.70637 -23.34519
C -14.34086 -1.90081 -21.17017
O -13.15736 -1.58178 -20.42638
H -14.72281 -2.84770 -20.74103
H -14.03638 -2.10409 -22.18053
H -15.05215 -1.05306 -21.09762
H -12.70637 -0.92246 -20.92001
C -11.28015 -3.40283 -18.84475
O -10.08181 -4.03122 -18.46648
H -12.11039 -3.97502 -18.44335
H -11.30585 -3.48377 -19.98350
H -11.41054 -2.37677 -18.54551
H -9.29914 -3.60668 -18.83982
C -6.11017 -3.07783 -22.23683
O -5.02045 -2.29694 -21.73363
H -5.78035 -3.90100 -22.85018
H -6.87469 -2.49738 -22.80173
H -6.57387 -3.60421 -21.44175
H -5.42796 -1.56041 -21.31454
C -12.03748 2.64484 -26.16405
O -12.53973 2.01948 -25.06276
H -11.09188 2.26101 -26.23901
H -12.08701 3.70584 -25.91308
H -12.69238 2.34299 -27.03649
H -12.44162 1.07222 -25.21898
C -14.59849 -4.11448 -23.88856
O -15.90310 -4.61195 -24.05461
H -13.92946 -4.81342 -24.41921
H -14.39587 -4.03978 -22.82045
H -14.53132 -3.06942 -24.32512
H -16.43280 -3.83965 -23.81341

Frontier orbital gap = 8.81 eV
Net charge = -1
M = 687.80 g/mol
LUMO level = 2.099 eV

No. 2
A molecular structure, C3H5MnO3 in a non-equilibrium geometry. Source: the Open Molecules 2025 dataset; level of theory: ωB97M-V/def2-TZVPD.

CARTESIAN COORDINATES (ANGSTROEM)
C 0.80294 0.32456 0.14124
O 1.97539 0.67748 0.21492
O -0.11293 1.27800 0.28222
O 0.24987 -0.82844 -0.19450
C -1.42568 0.76655 0.00247
C -1.18202 -0.74071 -0.14238
H -1.79048 1.23473 -0.91848
H -2.08203 1.01966 0.84086
H -1.58578 -1.15801 -1.06955
H -1.54031 -1.31975 0.71586
Mn 3.79086 0.14844 -0.20630
H 2.90016 -1.40251 0.33363

Expectation value of S² = 12.004
Frontier orbital gap (alpha / beta) = 5.70 / 8.24 eV
M = 144.01 g/mol
LUMO level (alpha / beta) = 0.298 / 0.272 eV
Spin multiplicity = 7

No. 3
A molecular structure, C6H12ClIO2PV in a non-equilibrium geometry. Source: the Open Molecules 2025 dataset; level of theory: ωB97M-V/def2-TZVPD.

CARTESIAN COORDINATES (ANGSTROEM)
C -0.35541 -3.04938 -0.10091
I 2.17132 -1.41235 -1.01277
H -1.42516 -2.90352 -0.23561
H -0.06803 -3.73381 0.71651
H 0.16560 -3.31157 -1.04744
V 0.17480 -1.25288 0.73635
P -0.04803 0.85290 -0.29345
C 1.32562 1.63455 -1.24652
C -1.30502 0.42676 -1.56106
H -1.70969 2.11621 0.90009
H -0.94013 3.06715 -0.42408
H -0.07225 2.81057 1.12993
C -0.76140 2.35854 0.39910
H -2.21311 0.12100 -1.02840
H -1.51530 1.30324 -2.18847
H 0.95468 2.49034 -1.82498
H 1.77275 0.89398 -1.93090
H -0.94601 -0.40163 -2.17862
H 2.10408 1.95521 -0.54356
C 1.72882 -1.53182 1.77528
O 2.70300 -1.41441 2.41659
Cl -1.84506 -1.58088 1.95495
O 0.06195 0.55936 3.30732
C 0.04198 0.00244 2.28065

Expectation value of S² = 2.074
Frontier orbital gap (alpha / beta) = 6.11 / 6.06 eV
Net charge = +2
M = 360.43 g/mol
LUMO level (alpha / beta) = -11.757 / -11.928 eV
Spin multiplicity = 3

No. 4
C7H10 in the gas phase. Source: the Open Molecules 2025 dataset; level of theory: ωB97M-V/def2-TZVPD.

CARTESIAN COORDINATES (ANGSTROEM)
C -0.55811 -1.76984 0.92039
C -1.03669 -0.72313 -0.08188
C -0.18542 0.53539 -0.13209
C 0.86986 0.68516 -1.21703
C -0.37774 1.50689 -1.25617
C 0.44281 0.93351 1.10978
C 1.42371 0.95938 1.80778
H 0.49088 -2.03141 0.76425
H -1.14502 -2.68906 0.84052
H -0.64520 -1.41184 1.94920
H -1.03291 -1.15382 -1.08899
H -2.07427 -0.45851 0.15083
H 1.78584 1.19830 -0.93541
H 1.01650 -0.16286 -1.87341
H -1.11951 1.23750 -1.99814
H -0.28913 2.56538 -1.04417
H 2.43440 0.77896 2.08455

Frontier orbital gap = 10.17 eV
SMILES = C#CC1(CC)CC1
M = 94.16 g/mol
LUMO level = 1.130 eV

No. 5
2 unconnected molecules or ions with the total composition C3H2NO3 in a non-equilibrium geometry. Source: the Open Molecules 2025 dataset; level of theory: ωB97M-V/def2-TZVPD.

CARTESIAN COORDINATES (ANGSTROEM)
C 1.03539 0.07456 -0.70966
C -0.86694 0.37633 1.72302
C 0.27083 -0.92866 -0.55636
N 0.05183 -0.17212 -1.82702
O -1.14341 1.34984 1.12535
O 1.98796 0.81724 -0.49612
O -0.64577 -0.37860 2.56662
H -0.20104 -1.74318 -0.13588
H -0.48885 0.60459 -1.68995

Frontier orbital gap = 5.78 eV
Net charge = -1
M = 100.05 g/mol
LUMO level = 3.547 eV

No. 6
A molecular structure, C5H13N3O in a non-equilibrium geometry. Source: the Open Molecules 2025 dataset; level of theory: ωB97M-V/def2-TZVPD.

CARTESIAN COORDINATES (ANGSTROEM)
C -0.71759 -1.64457 -0.45403
C -1.68712 -0.12597 1.15051
N -0.65947 -0.29414 0.11844
C -0.58601 0.81496 -0.93859
N -0.73529 2.08567 -0.61169
H -1.31045 2.62098 -1.24677
H -1.15396 0.47990 -1.81497
H 0.11165 -1.73965 -1.15184
H -0.54912 -2.37637 0.33505
H -1.39753 -0.70450 2.02863
H -1.80051 0.93104 1.37795
H -1.64451 -1.80884 -1.00434
H -2.65196 -0.48506 0.78637
N 1.27776 0.68686 -0.78926
C 1.19218 -0.02066 0.69349
C 1.98969 -1.04962 1.07136
O 1.72933 1.99153 -0.90110
H 0.80114 2.46899 -0.83958
H 1.78226 0.11692 -1.46717
H 1.10547 0.83243 1.35654
H 2.22393 -1.87498 0.41378
H 2.68014 -0.90490 1.88721

Frontier orbital gap = 8.29 eV
M = 131.18 g/mol
LUMO level = 0.774 eV